Entry 1:
# C30H33N3RhS2

C30H33N3RhS2 as an isolated structure in a non-equilibrium geometry (the ωB97M-V functional and the def2-TZVPD basis, the OMol25 dataset).

```
69
Properties=species:S:1:pos:R:3:lowdin_charge:R:1
Rh -1.1730 1.4714 0.1781 0.7202
C 1.7526 -2.4028 2.7886 -0.0213
C 1.5194 -3.6767 2.0067 -0.2156
C 1.6922 -4.9157 2.6285 -0.0364
C 1.5400 -6.1098 1.9387 -0.0666
C 1.2059 -6.0919 0.5893 -0.0705
C 1.0140 -4.8773 -0.0469 -0.0151
C 1.1650 -3.6827 0.6518 -0.2128
N 1.0079 -2.4592 -0.0784 0.1488
C 0.0944 -1.4913 0.2192 -0.3640
N -0.8030 -1.8647 1.1509 0.1516
C -1.8849 -1.1610 1.7420 -0.2052
C -2.2003 0.1573 1.4404 -0.1824
C -3.3141 0.7134 2.0967 -0.1397
C -4.0554 0.0085 3.0245 -0.0766
C -3.7039 -1.3075 3.2975 -0.0358
C -2.6304 -1.9134 2.6632 -0.2057
C -2.2890 -3.3600 2.9500 -0.0306
N 0.0975 -0.3120 -0.3534 0.0218
C 1.1141 -0.0865 -1.3497 -0.3233
C 0.8691 -0.5068 -2.6586 -0.0516
C 1.8038 -0.2879 -3.6658 -0.0948
C 2.9881 0.3741 -3.3656 -0.0813
C 3.2207 0.8079 -2.0675 -0.0355
C 2.3046 0.5851 -1.0361 -0.2405
C 2.6281 1.0526 0.3641 -0.0385
H 2.5099 -2.5671 3.5572 0.0885
H 0.8446 -2.0582 3.2939 0.0810
H 2.0933 -1.5897 2.1435 0.0660
H 1.9792 -4.9340 3.6773 0.1198
H 1.6995 -7.0544 2.4493 0.1112
H 1.0917 -7.0182 0.0365 0.1106
H 0.7406 -4.8416 -1.0974 0.1195
H 1.5351 -2.3361 -0.9251 0.1435
H -0.6985 -2.8207 1.4459 0.0961
H -3.6106 1.7313 1.8691 0.0317
H -4.9027 0.4666 3.5245 0.1084
H -4.2798 -1.8834 4.0167 0.1176
H -2.9819 -3.7759 3.6791 0.0847
H -1.2792 -3.4797 3.3619 0.0788
H -2.3569 -3.9813 2.0496 0.0950
H -0.0824 -0.9881 -2.8786 0.1256
H 1.6039 -0.6291 -4.6779 0.1129
H 3.7276 0.5561 -4.1405 0.1123
H 4.1470 1.3296 -1.8366 0.1203
H 3.2936 1.9175 0.3361 0.0855
H 3.1350 0.2667 0.9341 0.0821
H 1.7437 1.3210 0.9223 0.0451
S -0.1328 2.8003 -1.4062 0.8132
C 0.6904 3.5438 -2.7102 -0.5999
C 0.7960 2.8746 -3.9434 -0.0942
C 1.4884 3.4753 -4.9763 -0.0568
C 2.0516 4.7398 -4.7999 -0.0423
C 1.9429 5.4087 -3.5788 -0.0598
C 1.2752 4.8150 -2.5265 -0.0881
H 0.3462 1.8952 -4.0623 0.0996
H 1.5920 2.9610 -5.9249 0.1163
H 2.5819 5.2092 -5.6215 0.1151
H 2.3900 6.3879 -3.4512 0.1150
H 1.1985 5.3078 -1.5673 0.1070
C -4.6909 3.7131 0.4674 -0.3746
S -3.0418 3.4306 -0.2049 0.7237
C -1.9987 3.9064 1.2109 -0.4011
H -4.8804 4.7830 0.5058 0.0471
H -4.8023 3.2698 1.4573 0.0309
H -5.3947 3.2430 -0.2177 0.0476
H -2.6086 4.1140 2.0872 0.0609
H -1.3747 4.7550 0.9530 0.0400
H -1.3446 3.0719 1.4605 -0.0345
```

Its energy above the lowest of the compared OMol25 structures with the same formula, charge and spin is 1.735 eV. As for the expectation value of S²: 6.03. As for the energy: -2233.87126 a.u. The spin multiplicity is 5. As for the net charge: +1. For the orbital gap (spin up / spin down), the calculation gives 8.2 / 5.6 eV.

=====

Entry 2:
# C30H34Br30FI2N2O2

C30H34Br30FI2N2O2 as an isolated structure in a non-equilibrium geometry (the ωB97M-V functional and the def2-TZVPD basis, the OMol25 dataset).

```
101
Properties=species:S:1:pos:R:3:lowdin_charge:R:1
C -1.9449 3.1739 1.3735 -0.1985
C -2.5683 2.7130 -0.0421 -0.6926
I -4.3523 3.9964 -0.3431 0.8196
C -1.6105 2.9817 -1.3118 -0.2255
C -1.0062 1.6639 -1.9873 0.0214
C -1.9708 0.5147 -2.4714 -0.0105
C -3.5610 0.5422 -2.3295 -0.1048
C -4.1838 -0.6628 -1.4727 -0.3656
C -5.7876 -0.6668 -1.7966 -0.0311
O -4.0402 -0.5218 -0.0348 -0.1761
C -3.0157 -1.5049 0.3521 -0.1667
C -2.6212 -1.3835 1.9075 -0.1469
C -3.4748 -0.4616 2.8616 -0.0843
C -3.1180 -0.3246 4.3953 -0.1823
C -1.8972 -1.1372 4.9239 -0.2127
C -1.0252 -2.0931 4.0269 -0.0934
C -1.3949 -2.1921 2.4921 -0.0643
C -1.3541 -0.7571 -3.1772 -0.1207
N -2.1749 -1.8676 -3.7032 0.1148
N 0.0724 -0.8733 -3.3662 0.1636
C 1.0116 0.1640 -2.9361 -0.0586
F 2.3800 -0.1268 -3.2552 0.0364
C 0.5670 1.4838 -2.2225 0.0079
C 1.6572 2.6109 -1.7825 -0.1700
C 3.0077 1.9725 -1.1978 -0.7524
O 4.0478 2.0598 -1.9224 -0.0830
I 3.2049 0.9325 0.6952 0.8369
H -1.8913 4.3264 1.3883 0.0417
H -0.9508 2.6653 1.6221 0.0902
H -2.7401 2.9004 2.1722 0.0820
H -2.8966 1.6246 0.0762 0.0689
H -2.2687 3.4877 -2.1228 0.0919
H -0.8424 3.7643 -1.0013 0.0065
H -3.9852 0.4305 -3.4060 0.1366
H -3.9959 1.5169 -1.9219 0.0685
H -3.8118 -1.7054 -1.7562 0.1228
H -6.1675 0.3689 -2.1201 0.0895
H -5.8991 -1.3604 -2.7203 0.0888
H -6.3989 -1.1461 -0.9609 0.0941
H -2.0727 -1.4252 -0.3222 0.1227
H -3.4134 -2.5853 0.1918 0.1494
H -4.3758 0.0954 2.4389 0.0969
H -3.7757 0.3628 5.0265 0.1070
H -1.6169 -1.0305 6.0328 0.1019
H -0.1281 -2.6757 4.4410 0.1012
H -0.7891 -2.8742 1.7834 0.0422
H -1.6717 -2.3720 -4.4562 -0.0247
H -2.9975 -1.4184 -4.1390 0.0507
H 0.4425 -1.7307 -3.8265 0.1600
H 1.9243 3.1541 -2.7704 0.1090
H 1.2567 3.3339 -0.9965 -0.0006
C -5.7853 -3.1103 5.0826 -1.5797
Br -3.9241 -2.8194 4.6102 0.8157
Br -6.3532 -4.9308 4.7154 0.5519
Br -6.1510 -2.5970 6.9174 0.5656
H -6.3817 -2.4571 4.4445 -0.1676
C 1.6623 6.7359 -0.8231 -1.5321
Br 2.7196 5.9368 -2.2399 0.6116
Br 0.5999 5.4115 0.1228 0.7041
Br 2.7547 7.7799 0.3910 0.5806
H 0.9633 7.4252 -1.2967 -0.0310
C 3.0563 -3.2688 -0.5403 -1.5905
Br 1.5452 -2.3692 0.2817 0.5084
Br 4.0921 -4.2709 0.7564 0.5775
Br 2.5070 -4.3754 -2.0374 0.5582
H 3.7096 -2.4933 -0.9401 -0.0337
C 6.9881 0.7037 -3.7133 -1.5921
Br 6.9075 -1.2044 -3.3676 0.5322
Br 8.3728 1.5703 -2.6661 0.5841
Br 7.1722 1.0854 -5.6063 0.5725
H 6.0357 1.1262 -3.3938 -0.0527
C 9.4402 -0.7259 0.2400 -1.6029
Br 10.0788 -0.5574 2.0642 0.5792
Br 10.3118 -2.1816 -0.6994 0.5761
Br 7.5077 -0.8756 0.1655 0.5124
H 9.7083 0.1941 -0.2784 -0.0608
C 2.5771 10.8586 -2.5962 -1.5931
Br 3.2235 11.0326 -0.7762 0.5405
Br 3.4873 9.4368 -3.5515 0.5516
Br 0.6488 10.6500 -2.6586 0.5625
H 2.8141 11.7898 -3.1094 -0.0246
C -2.0217 -2.5537 -7.9028 -1.5850
Br -3.5525 -1.6868 -7.0822 0.5894
Br -0.9559 -3.5225 -6.5997 0.6139
Br -2.5439 -3.6847 -9.3869 0.6143
H -1.3889 -1.7655 -8.3091 -0.0204
C -10.0657 -1.6274 3.8626 -1.5880
Br -8.2065 -1.3363 3.3861 0.6227
Br -10.6254 -3.4477 3.4969 0.5746
Br -10.4264 -1.1158 5.6980 0.5773
H -10.6631 -0.9757 3.2262 -0.0265
C 6.1647 -1.9700 3.8897 -1.5957
Br 4.3333 -1.4833 3.4676 0.4898
Br 6.8423 -0.9772 5.4116 0.5780
Br 6.3629 -3.8845 4.1294 0.5367
H 6.7746 -1.6914 3.0302 -0.0810
C 6.6963 -7.8936 5.9873 -1.6160
Br 6.6219 -9.8005 6.3344 0.5681
Br 8.0802 -7.0232 7.0312 0.5620
Br 6.8759 -7.5124 4.0930 0.5300
H 5.7437 -7.4738 6.3079 -0.0259
```

As for the energy: -79338.45279 a.u. As for the net charge: +1. For the orbital gap, the calculation gives 5.6 eV.

=====

Entry 3:
# C30H34Cl2CrN7O2SSi

C30H34Cl2CrN7O2SSi as an isolated structure in a non-equilibrium geometry (the ωB97M-V functional and the def2-TZVPD basis, the OMol25 dataset).

```
78
Properties=species:S:1:pos:R:3:lowdin_charge:R:1
Cr -0.5244 0.2306 0.0182 0.6023
Cl 1.3744 -5.1659 3.7154 0.6629
C 1.0036 -4.1364 2.3674 -0.6810
C 0.8353 -2.7788 2.6106 -0.0431
C 0.5213 -1.9368 1.5556 -0.1957
N 0.3382 -0.5378 1.5948 -0.0323
C 0.4426 0.2042 2.7160 -0.4548
O 0.7467 -0.1320 3.8487 0.0684
C 0.1137 1.6551 2.4273 -0.1553
C 0.3832 2.6388 3.3587 0.0200
C 0.1179 3.9534 3.0278 -0.0349
C -0.4346 4.2361 1.7852 -0.0418
C -0.6892 3.1968 0.9138 -0.1175
N -0.4111 1.9225 1.2217 0.0225
C 0.3811 -2.4602 0.2646 -0.1898
C 0.5692 -3.8069 0.0213 -0.0280
C 0.8727 -4.6488 1.0835 -0.6736
Cl 1.0724 -6.3444 0.7570 0.6568
N 0.1284 -1.4400 -0.6837 -0.0121
C 0.6030 -1.4675 -1.9542 -0.4325
O 0.8494 -2.4094 -2.6732 0.0955
C 0.9404 -0.0459 -2.4235 -0.1658
C 1.4511 0.2049 -3.6777 0.0208
C 1.8594 1.4977 -3.9766 -0.0350
C 1.7502 2.4809 -3.0085 -0.0390
C 1.2087 2.1427 -1.7789 -0.0963
N 0.8026 0.9059 -1.4994 0.0233
H 0.9379 -2.3891 3.6098 0.1046
H 0.7934 2.3343 4.3117 0.1259
H 0.3383 4.7513 3.7256 0.1139
H -0.6821 5.2470 1.4918 0.1097
H -1.1812 3.3584 -0.0384 0.1013
H 0.4712 -4.2042 -0.9779 0.1093
H 1.5323 -0.6216 -4.3735 0.1272
H 2.2725 1.7320 -4.9504 0.1150
H 2.0742 3.4961 -3.1928 0.1108
H 1.0968 2.8781 -0.9929 0.1076
C -4.8534 -4.9232 2.5182 -0.1926
Si -4.1469 -3.2073 2.3217 0.4815
C -5.4814 -1.9685 2.7007 -0.1852
C -2.7343 -3.0191 3.5130 -0.1698
C -3.6932 -3.0232 0.4954 -0.2390
C -4.0282 -4.0328 -0.3995 -0.0815
C -3.7598 -3.9156 -1.7573 -0.0681
C -3.1765 -2.7477 -2.1905 -0.1433
N -2.8527 -1.7394 -1.3731 0.0117
C -3.0792 -1.8696 -0.0572 -0.6358
S -2.5717 -0.5549 1.0267 0.7404
H -4.9760 -5.1473 3.5836 0.0334
H -4.1910 -5.6882 2.0963 0.0358
H -5.8359 -5.0195 2.0423 0.0362
H -5.9268 -2.1745 3.6809 0.0345
H -6.2782 -1.9975 1.9514 0.0340
H -5.0634 -0.9583 2.7223 0.0107
H -2.8982 -3.6739 4.3778 0.0369
H -2.6612 -1.9873 3.8625 0.0278
H -1.7735 -3.2835 3.0632 0.0184
H -4.4928 -4.9414 -0.0301 0.0900
H -3.9954 -4.7088 -2.4543 0.1012
H -2.9645 -2.5922 -3.2445 0.1093
C -4.2869 1.1278 -3.0354 -0.0507
C -4.1238 2.1926 -1.9541 -0.6218
C -5.3846 2.2432 -1.0992 -0.0439
C -3.8791 3.5525 -2.6061 -0.0539
N -2.9957 1.9257 -1.0094 -0.0567
N -1.9461 1.0761 -1.4926 -0.0439
H -5.1709 1.3591 -3.6343 0.0898
H -4.4223 0.1355 -2.6001 0.0734
H -3.4325 1.0961 -3.7177 0.0811
H -6.2485 2.5262 -1.7036 0.0885
H -5.2737 2.9788 -0.2959 0.0885
H -5.5803 1.2673 -0.6442 0.0884
H -4.6607 3.7934 -3.3328 0.0839
H -2.9170 3.5581 -3.1315 0.0754
H -3.8549 4.3365 -1.8450 0.0796
H -3.3424 1.4592 -0.1752 0.0227
H -1.5239 1.5564 -2.2762 0.0950
H -2.3333 0.1649 -1.7994 0.0487
```

Its energy above the lowest of the compared OMol25 structures with the same formula, charge and spin is 0.039 eV. As for the expectation value of S²: 0.76. As for the energy: -4350.03601 a.u. The spin multiplicity is 2. For the orbital gap (spin up / spin down), the calculation gives 6.8 / 6.9 eV.

=====

- The lowest energy belongs to which entry?
  C30H34Br30FI2N2O2